(1)
{"formula": "C12H16Cl2N2O2PRh", "method": "ωB97M-V/def2-TZVPD", "gap_ev": [7.1, 4.5], "homo_ha": [-0.5085, -0.6034], "multiplicity": 5, "charge": 2, "lumo_ev": [-6.724, -11.882], "energy_ev": -57099.88009, "species": ["Cl", "Rh", "C", "H", "H", "C", "C", "H", "N", "N", "C", "C", "H", "H", "C", "H", "H", "C", "H", "C", "H", "Cl", "H", "C", "H", "H", "O", "H", "C", "C", "H", "P", "H", "O", "H", "C"], "xyz": [[-1.5953, 0.7638, 2.2039], [-0.5953, -0.1947, 0.2052], [0.0710, 4.3925, -1.3431], [-0.9543, -4.1870, 1.7006], [0.2390, 5.4247, -1.6548], [-0.5003, 2.1042, -1.7958], [-0.3756, 3.4333, -2.2402], [-2.1508, -2.8668, 1.5593], [-0.2588, 1.8021, -0.5252], [1.1138, 5.8128, 1.7165], [0.1903, 2.6958, 0.3628], [-2.9942, -1.5735, -1.4200], [1.5570, -2.9985, -0.6393], [0.5862, -2.7140, 3.3812], [1.6415, -2.7729, 0.4262], [-4.6192, -2.5986, -2.3537], [0.3983, 2.3184, 1.3628], [-1.2493, -3.3086, 1.1131], [-5.0156, -1.1049, -1.4731], [0.3653, -0.7722, -1.2418], [-0.8147, 1.2980, -2.4804], [-2.8621, 0.0893, -0.6390], [-0.2246, -1.0943, 3.2663], [-4.4006, -2.0035, -1.4680], [1.9374, -3.6801, 0.9554], [1.5033, -1.2522, 2.8641], [-1.9992, -2.1291, -1.8193], [2.4366, -2.0265, 0.5331], [0.7697, 4.9920, 0.9597], [0.3526, 4.0251, -0.0195], [-1.4899, -3.5988, 0.0838], [0.0961, -2.0883, 1.1097], [-4.6098, -2.5932, -0.5709], [1.0355, -1.0993, -2.1385], [-0.6526, 3.6719, -3.2678], [0.5334, -1.7628, 2.8373]], "atomic_forces_ev_per_a": [[-0.7, 0.8, 0.9], [-3.0, 2.6, 2.1], [0.1, 0.1, -0.1], [0.0, 0.2, -0.1], [-0.2, -0.3, 0.1], [-0.2, 1.0, -0.7], [-0.2, -0.8, 0.1], [0.2, -0.1, 0.0], [1.0, 0.1, 0.6], [-0.7, -1.8, -1.5], [-0.2, 0.6, -0.6], [2.0, -2.3, -2.0], [0.0, -0.1, 0.2], [0.1, 0.3, 0.0], [-0.3, -0.1, -0.3], [0.3, -0.1, 0.0], [0.1, 0.4, -0.1], [-0.3, 0.1, -0.4], [-0.3, -0.2, 0.1], [4.3, -1.9, -8.8], [0.2, 0.5, 0.5], [-0.5, 0.0, -0.1], [0.3, -0.5, 0.2], [-0.5, 0.4, 0.0], [-0.1, 0.0, 0.1], [-0.1, -0.2, 0.1], [-2.2, 1.7, 1.3], [-0.2, -0.1, 0.1], [0.8, 1.8, 1.3], [0.0, -0.2, 0.4], [0.2, -0.1, 0.3], [2.3, -2.8, 2.4], [-0.1, 0.1, 0.0], [-2.1, 0.9, 3.5], [0.3, 0.0, 0.3], [-0.2, 0.1, 0.1]], "lowdin_spin": [0.9408, 2.0002, 0.0043, 0.0165, 0.0002, 0.0240, 0.0103, 0.0011, 0.1739, 0.0038, 0.0313, 0.0080, 0.0014, 0.0123, 0.0240, 0.0006, 0.0146, 0.0739, 0.0019, 0.1419, 0.0049, 0.1440, 0.0020, 0.0043, 0.0062, -0.0002, 0.0125, 0.0008, 0.0011, 0.0104, 0.0000, 0.2431, 0.0002, 0.0339, 0.0014, 0.0500]}

***

(2)
{"formula": "C12H16Cl30INO4P", "method": "ωB97M-V/def2-TZVPD", "gap_ev": 9.2, "homo_ha": -0.4590, "charge": 1, "lumo_ev": -3.280, "energy_ev": -415439.99214, "relative_energy_kcal_mol": 0.0, "species": ["H", "Cl", "Cl", "H", "C", "O", "Cl", "H", "Cl", "N", "C", "Cl", "C", "Cl", "I", "Cl", "Cl", "Cl", "H", "C", "H", "C", "Cl", "Cl", "Cl", "H", "Cl", "C", "Cl", "Cl", "C", "Cl", "Cl", "H", "H", "Cl", "Cl", "H", "Cl", "P", "H", "C", "H", "Cl", "Cl", "O", "H", "C", "Cl", "Cl", "Cl", "Cl", "Cl", "C", "C", "H", "H", "C", "Cl", "O", "Cl", "O", "Cl", "H", "H"], "xyz": [[-5.8764, 5.4626, -2.4509], [-1.1405, -5.9066, -0.5567], [-4.1235, 5.8747, 2.4406], [1.2054, -10.5049, 0.5996], [-3.3633, 5.9007, 4.0322], [-0.7055, 1.0846, 2.4241], [5.2905, 5.0517, -0.8118], [-3.2440, 6.9322, 4.3333], [-2.4866, -0.9376, 5.7367], [1.9298, 1.1387, 1.8987], [-0.1265, -2.9528, 1.5736], [-1.6803, -2.7865, 2.3690], [-3.1370, -0.0917, 4.3323], [1.9181, -7.5388, -5.1659], [5.0669, 3.1624, 4.0875], [-4.3746, 5.0904, 5.2257], [-2.4047, 1.6611, -1.9983], [3.1854, -5.0267, -4.4292], [-2.3298, -6.0875, -2.5692], [3.2318, 1.8735, 1.8957], [3.6893, 6.6726, -0.2803], [3.9974, 1.5699, 3.1849], [-1.0555, 2.1670, -5.0846], [0.2950, 0.8264, -2.6401], [2.8553, 5.7100, -2.2403], [0.1006, -4.0054, 1.4572], [-0.4211, -9.6601, 2.0539], [-1.4970, -5.4829, -2.2370], [1.1527, -2.2238, 2.5668], [-1.7593, 5.1579, 3.9666], [-5.1237, 4.8532, -2.9317], [2.7154, 4.6607, 0.4646], [-4.6960, -0.7706, 3.8595], [2.1045, 0.1554, 2.1584], [3.8343, 1.4408, 1.1030], [-0.1720, -2.2262, -0.0392], [-1.9594, -3.7832, -2.3617], [0.5309, 3.0352, -6.5697], [1.0762, 0.7606, -6.4580], [0.6096, 1.8561, 2.8921], [-2.4485, -0.2342, 3.5127], [-0.8723, 1.1096, -1.3550], [1.0676, 3.7131, 1.9248], [-3.5839, 5.1293, -2.1102], [-0.1096, -5.8340, -3.2607], [3.9786, 0.4519, 3.6072], [1.5912, 1.1346, 0.9241], [3.4319, -6.7535, -4.7100], [-5.0206, 5.3329, -4.6227], [4.1287, -7.5227, -3.2853], [-0.2481, 2.2928, -0.1789], [2.4266, -9.0977, 2.0146], [0.7688, -8.3677, -0.2545], [3.6535, 5.6687, -0.6819], [1.0200, -9.5369, 1.0443], [-1.0380, 0.1759, -0.8327], [3.1712, 2.9398, 1.6568], [-0.0481, 2.1229, -6.5332], [-3.2634, 1.6388, 4.6284], [0.4234, 3.3747, 2.5576], [-1.0361, 2.0388, -7.9874], [0.8017, 1.6073, 4.2974], [-5.6122, 3.1618, -2.7913], [4.1282, -6.8631, -5.5297], [-0.4232, 0.2038, 2.1339]], "atomic_forces_ev_per_a": [[0.0, 0.0, 0.0], [-0.3, 0.2, 0.0], [0.0, 0.0, 0.0], [0.0, 0.0, 0.0], [-0.1, -0.1, 0.0], [1.2, 0.2, -1.0], [-0.1, 0.0, 0.1], [0.0, 0.0, 0.0], [0.0, 0.0, 0.0], [-0.1, 0.7, -1.1], [-0.2, 0.0, -0.1], [0.0, 0.0, 0.0], [-0.1, 0.0, 0.1], [0.1, 0.0, -0.1], [-0.2, -0.3, -0.3], [0.0, 0.0, 0.0], [0.0, 0.0, 0.1], [0.0, 0.0, 0.0], [0.0, 0.0, 0.0], [0.9, 0.2, 0.3], [-0.1, 0.0, 0.1], [-0.1, -0.7, 0.4], [-0.2, 0.3, -0.4], [0.3, -0.2, 0.6], [0.0, 0.0, 0.1], [0.1, 0.0, 0.0], [0.0, 0.0, 0.0], [0.2, 0.1, 0.0], [0.1, 0.1, 0.0], [0.0, 0.0, 0.0], [0.1, 0.0, -0.1], [-0.1, 0.5, -0.2], [0.0, 0.0, 0.0], [-0.1, 0.1, 0.4], [0.1, -0.1, -0.2], [0.3, 0.1, 0.2], [-0.2, -0.1, -0.2], [0.0, 0.0, 0.0], [0.0, 0.0, 0.0], [-2.5, -0.5, 2.7], [0.0, 0.0, 0.0], [-0.2, -0.2, -0.5], [-0.2, 0.7, -0.2], [0.0, 0.0, 0.1], [-0.2, 0.0, 0.1], [0.0, 0.6, -0.1], [-0.1, -0.1, 0.0], [0.0, -0.1, 0.1], [0.0, 0.0, 0.0], [0.0, 0.0, 0.0], [0.1, 0.3, -0.5], [0.0, 0.0, 0.0], [0.2, -0.3, 0.1], [0.2, 0.1, -0.4], [0.0, 0.1, 0.0], [0.0, 0.1, 0.1], [-0.4, -0.6, 0.4], [-0.1, -0.1, -0.1], [0.0, 0.0, 0.0], [0.7, -0.7, -0.9], [0.0, 0.0, 0.0], [1.4, -0.1, 0.5], [0.0, 0.0, 0.0], [0.0, 0.0, 0.0], [-0.6, -0.4, 0.0]], "lowdin_charge": [0.0131, 0.5031, 0.5255, 0.0134, -1.5418, -0.1570, 0.5726, 0.0130, 0.5412, 0.0123, -1.4996, 0.6006, -1.5872, 0.5090, 0.9583, 0.5334, 0.5579, 0.5052, 0.0205, -0.2058, 0.0249, -0.8615, 0.4813, 0.5278, 0.5811, 0.0003, 0.5289, -1.5082, 0.5918, 0.5250, -1.5458, 0.5888, 0.5393, 0.0890, 0.1498, 0.5433, 0.5097, 0.0125, 0.5193, 0.3858, -0.0615, -1.4980, -0.0098, 0.4983, 0.5158, 0.0353, 0.0910, -1.5424, 0.5384, 0.5292, 0.6242, 0.5250, 0.4854, -1.4890, -1.5464, -0.0467, -0.0256, -1.5406, 0.5361, -0.1242, 0.5462, -0.1785, 0.5163, 0.0122, 0.0390]}

***

(3)
{"formula": "C12H16Cl4N4O6P", "method": "ωB97M-V/def2-TZVPD", "gap_ev": 8.7, "homo_ha": -0.4833, "charge": 1, "lumo_ev": -4.454, "energy_ev": -90312.91313, "species": ["C", "H", "Cl", "Cl", "H", "H", "C", "O", "C", "C", "C", "O", "H", "H", "C", "H", "O", "H", "H", "P", "C", "N", "N", "Cl", "H", "C", "H", "O", "O", "N", "N", "C", "Cl", "C", "H", "O", "H", "H", "H", "H", "C", "C", "H"], "xyz": [[0.1528, 2.6112, 2.5890], [-4.2186, -0.1064, -1.3860], [0.6082, 1.2677, 3.7994], [2.4418, -4.3283, 4.8203], [2.4832, -5.3105, 2.6766], [1.4541, -6.2194, 3.8155], [0.0785, 2.5755, -0.8850], [2.6614, -2.9428, -2.5482], [-3.9205, 0.9914, -1.1399], [0.0738, 0.2734, 0.2006], [1.6668, 0.3128, -3.3587], [-1.2569, 3.7395, -2.6259], [-3.2506, 1.0582, -0.1951], [-0.4195, 3.4030, 3.2303], [-3.1644, 1.6837, -2.3962], [2.0894, 2.6104, 1.3962], [2.0151, -4.1616, -0.3265], [2.1441, 0.7879, -4.3037], [0.1505, 3.6794, -0.5120], [1.4088, -3.2260, -1.4228], [1.4888, 3.3384, 2.0574], [-0.1140, -0.7798, 1.2123], [0.6713, -0.4845, -0.8967], [-2.1729, 3.4111, 1.0304], [0.3054, -3.1388, 1.3231], [-0.8793, 2.1266, 1.4476], [-1.5055, 1.2645, 1.9290], [0.0481, -4.0526, -2.0449], [-3.8577, 2.4099, -3.1878], [-0.1981, 1.5855, 0.1923], [0.8183, -1.8005, -0.5678], [-1.0095, 2.5958, -2.0858], [0.3088, -4.4043, 2.8330], [1.1065, -0.1721, -2.2577], [-0.1689, -3.7641, -2.9670], [-1.7317, 1.4493, -2.5799], [2.1159, 3.7244, 2.9504], [1.1361, 2.3688, -1.3407], [1.1514, 4.2888, 1.4709], [-4.8855, 1.5937, -0.9318], [0.3358, -2.1107, 0.7911], [1.7409, -5.2259, 3.4706], [2.2004, -2.9604, -3.4407]], "atomic_forces_ev_per_a": [[0.0, 2.1, 0.4], [0.8, 2.0, 0.4], [-0.5, 1.0, -1.4], [-0.1, -0.1, -0.1], [-0.2, 0.2, 0.1], [-0.1, 0.3, 0.0], [1.1, 0.0, -1.8], [-4.6, 0.0, 0.4], [0.6, 0.2, -0.1], [1.4, -5.8, -0.7], [-3.1, -2.3, 6.2], [1.7, -6.0, 3.1], [-1.1, -0.4, -1.7], [0.9, -1.7, -1.2], [-4.8, 2.8, -2.5], [-0.8, 1.3, 1.1], [-2.5, 3.8, -3.3], [-1.2, -1.3, 2.1], [-0.5, -2.4, -0.4], [3.1, -5.7, 2.3], [-0.7, 0.2, 0.0], [0.7, -1.0, -1.5], [0.0, 2.0, -2.0], [1.7, -1.2, 0.2], [0.4, 1.8, -0.9], [-0.7, -1.5, 1.7], [1.3, 1.5, -1.1], [2.6, 2.8, -0.5], [4.5, -4.0, 3.9], [-0.8, 0.5, 1.4], [-0.5, -3.1, 2.9], [-1.6, 5.5, -2.8], [-0.4, -0.5, 0.5], [3.1, 3.5, -4.8], [-0.1, -0.4, 0.9], [0.0, 1.6, 2.3], [-1.1, -0.9, -1.5], [-2.0, 0.2, 0.7], [0.7, -1.7, 0.8], [1.7, -1.0, -0.6], [-0.6, 8.0, -3.5], [0.7, -0.3, 0.1], [1.2, 0.2, 0.9]], "lowdin_charge": [-0.6649, 0.1076, 0.5497, 0.5342, 0.0361, 0.0386, -0.0623, -0.1395, -0.0009, -0.1476, 0.1745, 0.0841, 0.0495, 0.1147, -0.3259, 0.0856, -0.3050, 0.1059, 0.1441, 0.6816, -0.1284, 0.1244, -0.0110, 0.6584, -0.0096, -0.5641, 0.1195, -0.1355, 0.0916, -0.0467, -0.1350, -0.2946, 0.6120, -0.0727, 0.0934, 0.0008, 0.1016, 0.1513, 0.0953, 0.1098, 0.0439, -0.9614, 0.0969]}